Entry A
A single C14H16N2O3S2 molecule, computed with wB97M-V/def2-TZVPD.

Atoms and positions in Å:
O1 0.19 -1.80 1.90
C1 -3.48 -1.57 2.47
C2 2.32 1.45 -1.52
C3 1.72 4.30 -4.29
C4 2.50 -1.93 1.44
H1 -3.30 0.94 0.93
C5 -1.23 -1.59 1.39
C6 1.02 -2.11 1.01
H2 -1.57 -2.17 3.39
H3 4.23 1.94 -3.54
C7 -2.24 -2.32 2.25
H4 -1.33 0.28 2.32
H5 -4.30 -2.33 2.86
C8 2.27 2.66 -2.58
H6 -3.10 0.10 -0.48
H7 1.20 5.24 -4.73
C9 2.88 -0.27 -0.47
C10 3.17 2.71 -3.50
C11 -1.54 -0.12 1.20
H8 -3.73 -1.97 0.44
H9 -4.95 -0.87 1.05
H10 -2.10 -3.51 2.13
N1 1.13 1.53 -0.66
H11 2.66 -1.08 2.43
H12 -3.41 -0.72 3.25
C12 -2.97 -0.03 0.61
O2 3.16 0.52 -1.52
S1 3.80 -1.24 0.38
S2 0.99 3.66 -2.75
H13 2.95 -2.91 1.93
H14 3.51 4.04 -5.32
C13 3.00 3.62 -4.47
H15 -1.16 -1.94 0.46
H16 -0.90 0.45 0.70
C14 -3.90 -0.91 1.17
N2 1.64 0.35 0.20
O3 0.89 -2.41 -0.09

Results
HOMO	-0.288	hartree
Kohn-Sham gap	8.237	eV
spin multiplicity	1
structure (SMILES)	O=C(CSc1nnc(-c2cccs2)o1)OC1CCCCC1

---

Entry B
A single C14H16N2O3S2 molecule, computed with wB97M-V/def2-TZVPD.

Atoms and positions in Å:
H1 5.01 -2.96 1.28
N1 -4.93 2.38 2.74
H2 3.03 -2.27 2.57
C1 1.71 -2.37 0.90
C2 3.92 -3.14 -0.56
C3 -2.96 2.44 1.37
C4 -1.25 2.82 -0.12
H3 -2.17 4.09 -1.63
H4 1.25 0.03 -0.48
O1 1.33 2.45 0.20
H5 -0.76 -1.11 -2.49
O2 0.57 3.75 -1.76
S1 -3.69 3.46 0.17
C5 4.05 -2.87 0.79
H6 1.00 -1.14 -2.67
H7 0.75 1.33 -2.58
C6 0.30 0.04 -1.02
C7 2.94 -2.48 1.52
C8 1.57 -2.64 -0.46
H8 -1.00 1.61 1.69
H9 0.09 -3.31 -1.84
O3 -3.17 1.09 3.28
C9 0.24 -2.48 -1.15
H10 -5.34 3.07 2.14
H11 -0.56 -2.49 -0.42
N2 0.15 1.28 -1.76
H12 -0.51 0.03 -0.28
H13 0.84 -2.07 1.47
S2 0.37 2.66 -0.85
C10 -2.24 3.53 -0.72
C11 0.18 -1.17 -1.94
C12 -3.68 1.90 2.55
H14 4.79 -3.44 -1.13
H15 -5.45 2.05 3.53
C13 2.69 -3.03 -1.18
C14 -1.65 2.19 1.07
H16 2.60 -3.24 -2.23

Results
HOMO	-0.337	hartree
Kohn-Sham gap	9.166	eV
spin multiplicity	1
structure (SMILES)	NC(=O)c1cc(S(=O)(=O)NCCCc2ccccc2)cs1

---

Last place for stability: entry A

---

Entry A
2 unconnected molecules or ions with the total composition C6H8N4O2, computed with wB97M-V/def2-TZVPD.

Atoms and positions in Å:
C1 2.34 0.81 -0.46
H1 -0.36 3.00 0.53
O1 -2.32 1.22 -1.11
H2 1.71 0.05 -2.53
H3 3.19 1.47 -0.85
H4 -1.67 -1.23 -1.50
H5 -0.84 -1.12 2.19
C2 0.08 -0.52 0.12
N1 -1.87 -1.56 -0.63
H6 0.80 -0.14 2.17
H7 1.69 -1.27 1.32
C3 1.21 -0.31 1.16
N2 2.06 0.74 0.80
H8 -2.54 -2.27 -0.59
N3 0.35 -0.35 -1.12
N4 -1.18 2.45 0.43
C4 -1.60 1.79 -0.46
C5 1.53 0.10 -1.44
O2 -1.51 -1.63 1.60
C6 -1.08 -1.22 0.37

Results
HOMO (spin up / spin down)	-0.271 / -0.271	hartree
Kohn-Sham gap (spin up / spin down)	7.456 / 7.457	eV
spin multiplicity	1
structure (SMILES)	N/C(O)=C1/CN=CC=N1.N=C=O

---

Entry B
A single C6H8N4O2 molecule, computed with wB97M-V/def2-TZVPD.

Atoms and positions in Å:
H1 1.99 -1.78 -0.58
C1 0.42 0.86 0.51
O1 -2.63 1.64 0.43
H2 -0.53 -0.90 -1.48
H3 1.10 -1.83 0.93
C2 2.02 2.05 -0.28
C3 0.79 2.15 0.28
H4 -1.47 -2.32 0.92
H5 2.59 2.94 -0.56
N1 1.33 0.02 0.11
N2 -1.15 -1.53 0.38
C4 -0.22 -1.62 -0.72
C5 1.17 -1.39 -0.03
C6 -1.72 -0.36 0.80
H6 0.08 2.93 0.49
O2 -2.06 0.47 -1.29
H7 -0.11 -2.59 -1.25
H8 -1.90 -0.25 1.80
N3 2.42 0.80 -0.34
N4 -2.11 0.70 -0.10

Results
HOMO (spin up / spin down)	-0.328 / -0.311	hartree
Kohn-Sham gap (spin up / spin down)	7.937 / 7.538	eV
spin multiplicity	1

---

Last place for stability: entry B

---

Entry A
2 unconnected molecules or ions with the total composition CH2ClNS, computed with wB97M-V/def2-TZVPD.

Atoms and positions in Å:
C1 0.80 -0.18 0.32
H1 -1.36 -0.50 -0.78
H2 -0.96 0.89 -0.34
N1 -1.25 0.02 0.05
Cl1 1.39 1.35 0.01
S1 1.38 -1.58 0.75

Results
HOMO	-0.337	hartree
Kohn-Sham gap	8.492	eV
spin multiplicity	1

---

Entry B
A single CH2ClNS molecule, computed with wB97M-V/def2-TZVPD.

Atoms and positions in Å:
Cl1 -1.19 -1.59 -0.45
H1 1.03 1.02 0.21
S1 -1.50 1.35 -0.05
H2 1.30 -0.75 0.58
C1 -0.69 -0.10 -0.19
N1 1.06 0.08 -0.11

Results
HOMO (spin up / spin down)	-0.339 / -0.339	hartree
Kohn-Sham gap (spin up / spin down)	8.671 / 8.671	eV
spin multiplicity	1
structure (SMILES)	NC(=S)Cl

---

Last place for stability: entry A

---

Entry A
A single C15H20N4O2 molecule, computed with wB97M-V/def2-TZVPD.

Atoms and positions in Å:
N1 1.28 -2.47 3.31
C1 -0.50 -1.43 0.26
C2 -2.27 4.16 -1.41
H1 -1.90 4.43 -0.41
C3 0.39 -3.43 1.49
C4 -0.32 -0.10 0.01
H2 3.23 -4.21 4.42
H3 -2.17 0.10 -2.84
H4 0.30 0.53 0.65
C5 -1.21 -2.18 -0.67
N2 -0.05 4.92 -2.21
H5 -3.33 4.46 -1.41
C6 1.62 -4.95 3.18
C7 0.32 2.66 -1.07
C8 1.09 -3.62 2.74
H6 4.68 -6.05 3.66
H7 0.37 3.11 -3.18
H8 1.12 1.95 -1.01
H9 -2.31 2.45 -2.73
N3 -0.95 1.93 -1.25
C9 -1.49 4.98 -2.45
H10 0.15 -4.18 0.75
C10 -1.02 0.53 -1.06
C11 -2.22 2.61 -1.66
C12 3.13 -4.82 3.50
H11 0.15 5.36 -1.29
O1 0.68 -1.48 2.49
H12 3.68 -4.29 2.68
H13 1.70 3.77 -2.32
H14 -3.09 2.16 -1.19
O2 3.69 -6.11 3.64
H15 1.48 -5.67 2.39
C13 0.61 3.60 -2.25
C14 0.14 -2.10 1.39
H16 -1.72 4.64 -3.47
H17 0.36 3.24 -0.15
N4 -1.78 -1.65 -1.79
H18 1.07 -5.29 4.07
H19 -1.83 6.00 -2.38
C15 -1.71 -0.31 -1.95
H20 -1.36 -3.26 -0.49

Results
HOMO	-0.292	hartree
Kohn-Sham gap	8.306	eV
spin multiplicity	1
structure (SMILES)	OCCc1cc(-c2cncc(N3CCCNCC3)c2)on1

---

Entry B
2 unconnected molecules or ions with the total composition C15H20N4O2, computed with wB97M-V/def2-TZVPD.

Atoms and positions in Å:
H1 3.18 1.63 -4.34
H2 0.92 2.52 5.66
H3 2.64 2.23 -1.99
H4 0.57 -3.12 3.02
H5 0.48 1.60 -1.02
C1 -3.13 -0.25 -0.70
C2 -1.54 0.20 -2.22
H6 -3.68 -0.37 0.22
H7 1.51 0.39 -5.72
C3 -0.26 0.61 -2.80
N1 -2.59 -0.22 -2.90
N2 1.24 1.20 2.61
O1 1.61 -0.32 0.38
H8 2.22 -0.48 3.39
H9 -5.44 -0.26 -2.98
C4 1.28 0.66 -4.69
H10 2.33 -3.01 3.21
H11 1.63 -4.24 2.16
C5 2.22 1.35 -3.92
C6 1.09 2.11 3.57
O2 0.99 3.29 3.31
H12 0.18 0.99 5.15
N3 -1.83 0.20 -0.87
C7 1.36 -0.25 2.76
H13 1.31 1.57 1.67
C8 1.92 1.69 -2.60
C9 1.03 1.65 5.02
H14 1.96 1.14 5.27
H15 -1.17 0.45 -0.14
H16 -0.67 -0.25 -4.74
C10 1.53 -0.96 1.42
C11 0.05 0.29 -4.13
H17 0.46 -0.63 3.24
H18 -4.86 -1.94 -2.87
C12 -4.94 -0.99 -2.33
C13 -3.58 -0.49 -1.97
C14 1.53 -3.22 2.51
H19 -5.55 -1.13 -1.44
N4 1.59 -2.30 1.38
H20 1.70 -2.69 0.45
C15 0.69 1.33 -2.05

Results
HOMO	-0.286	hartree
Kohn-Sham gap	8.010	eV
spin multiplicity	1
structure (SMILES)	Cc1c[nH]c(-c2ccccc2)n1.CNC(=O)CNC(C)=O

---

Last place for stability: entry A

---

Entry A
A molecular structure, C7H10N3OS, computed with wB97M-V/def2-TZVPD.

Atoms and positions in Å:
H1 -1.10 0.93 -1.61
H2 -3.07 -0.85 -1.66
S1 3.51 -1.63 -0.59
N1 0.45 -2.62 -0.02
C1 2.02 -0.01 1.53
H3 -2.12 1.20 1.43
C2 1.71 -0.93 0.62
H4 4.21 -0.70 -0.09
H5 -1.27 2.67 1.87
N2 -2.60 -1.73 -1.32
C3 -1.29 1.81 1.19
C4 -0.46 -0.69 -0.48
C5 -0.44 1.83 0.16
H6 -2.93 -2.59 -1.73
H7 1.33 0.56 2.13
N3 0.58 -1.36 0.04
C6 -0.38 0.79 -0.92
C7 -1.39 -1.70 -0.85
H8 0.27 2.61 0.04
H9 3.00 -0.02 1.78
O1 -0.76 -2.86 -0.56
H10 0.60 0.87 -1.37

Results
HOMO (spin up / spin down)	-0.478 / -0.478	hartree
Kohn-Sham gap (spin up / spin down)	8.107 / 8.106	eV
total charge	+1
spin multiplicity	1

---

Entry B
A gas-phase ion, C7H10N3OS (charge +1), computed with wB97M-V/def2-TZVPD.

Atoms and positions in Å:
H1 1.44 -0.57 -3.12
N1 -1.43 -1.04 -0.29
S1 0.62 2.40 0.21
C1 -0.52 1.09 0.21
H2 -0.54 -1.68 1.38
C2 0.21 2.70 1.86
C3 -0.69 1.81 2.33
O1 1.60 -2.73 -0.79
N2 0.77 -0.62 -1.03
H3 2.66 -0.45 -1.84
H4 1.64 0.85 -2.08
H5 0.55 3.69 2.39
H6 -2.04 -1.53 -1.03
C4 0.74 -1.94 -0.49
H7 -1.63 0.10 1.59
C5 -0.63 0.06 -0.84
C6 -0.62 -2.04 0.31
H8 -0.91 0.57 -1.79
H9 -0.80 1.62 3.45
N3 -0.99 0.84 1.38
H10 -1.11 -2.92 0.25
C7 1.67 -0.22 -2.05

Results
HOMO	-0.481	hartree
Kohn-Sham gap	8.601	eV
total charge	+1
spin multiplicity	1

---

Entry C
A gas-phase ion, C7H10N3OS (charge +1), computed with wB97M-V/def2-TZVPD.

Atoms and positions in Å:
H1 -1.37 2.13 1.31
C1 1.95 -0.45 1.44
C2 -1.78 1.93 0.29
H2 1.06 -0.47 -0.84
H3 2.40 -0.20 2.35
H4 -2.87 2.26 0.29
H5 -3.45 -3.42 0.13
C3 -1.11 -0.53 -0.55
O1 3.82 0.57 0.50
H6 -1.14 2.19 -1.81
N1 -0.14 -1.83 1.05
C4 -0.86 1.95 -0.86
H7 4.01 0.94 -0.45
C5 -2.60 -2.84 -0.26
H8 2.28 0.35 -1.72
C6 0.82 -1.22 1.32
S1 -2.24 -1.51 0.65
H9 0.20 2.19 -0.79
N2 -1.26 0.72 -0.25
N3 1.98 0.01 -0.83
C7 2.59 0.05 0.35
H10 -2.29 -2.82 -1.33

Results
HOMO	-0.446	hartree
Kohn-Sham gap	7.639	eV
total charge	+1
spin multiplicity	1
structure (SMILES)	C=S(#CN1CC1)N=C=CC(=[NH2+])O

---

Last place for stability: entry C

---

Entry A
4 unconnected molecules or ions with the total composition C3H10N2O3, computed with wB97M-V/def2-TZVPD.

Atoms and positions in Å:
C1 0.98 1.21 0.70
H1 -1.09 -2.21 2.66
O1 -1.53 -1.42 2.42
N1 2.17 1.26 0.15
O2 -0.82 -0.42 -3.02
H2 0.49 1.81 1.45
N2 0.45 -0.04 0.59
C2 2.45 -0.01 -0.29
H3 3.43 -0.23 -0.66
H4 -2.88 1.78 -0.68
H5 -2.56 0.82 0.43
H6 0.09 -0.40 -2.74
C3 1.42 -0.85 0.05
H7 -1.31 -0.65 -2.23
H8 1.19 -1.89 -0.12
H9 -0.47 -0.31 0.90
H10 -2.40 -1.64 2.04
O3 -2.86 0.83 -0.48

Results
HOMO	-0.327	hartree
Kohn-Sham gap	8.978	eV
spin multiplicity	1
structure (SMILES)	c1c[nH]cn1.O.O.O

---

Entry B
2 unconnected molecules or ions with the total composition C3H10N2O3, computed with wB97M-V/def2-TZVPD.

Atoms and positions in Å:
H1 1.73 0.07 -0.21
C1 1.32 0.98 0.36
H2 2.23 1.40 0.96
O1 -0.41 -2.29 1.04
H3 -0.51 1.73 1.50
H4 0.09 1.78 -1.14
O2 -1.84 -1.72 -0.53
H5 0.90 2.88 -0.03
H6 0.48 0.13 2.10
O3 -0.13 -0.89 -2.23
N1 -0.99 0.04 0.60
H7 -1.31 0.58 -0.17
N2 1.00 1.99 -0.63
C2 0.10 0.70 1.26
H8 -0.70 -3.25 0.87
C3 -1.08 -1.27 0.34
H9 0.16 -1.55 -1.56
H10 -1.03 -1.30 -2.50

Results
HOMO	-0.347	hartree
Kohn-Sham gap	9.982	eV
spin multiplicity	1
structure (SMILES)	NCCNC(=O)O.O

---

Last place for stability: entry B

---

Entry A
2 unconnected molecules or ions with the total composition C2FNO2, computed with wB97M-V/def2-TZVPD.

Atoms and positions in Å:
O1 0.87 -1.33 0.31
N1 -0.92 1.25 0.37
C1 -1.46 0.32 0.00
O2 1.83 0.62 -0.41
F1 -2.10 -0.73 -0.27
C2 1.34 -0.33 0.00

Results
HOMO	-0.470	hartree
Kohn-Sham gap	13.069	eV
spin multiplicity	1
structure (SMILES)	O=C=O.N#CF

---

Entry B
2 unconnected molecules or ions with the total composition C2FNO2, computed with wB97M-V/def2-TZVPD.

Atoms and positions in Å:
O1 2.58 -0.39 -0.45
F1 -1.98 1.06 0.28
C1 -1.29 -0.04 0.07
N1 0.69 0.34 0.66
C2 1.60 -0.02 0.00
O2 -1.60 -0.95 -0.56

Results
HOMO (spin up / spin down)	-0.397 / -0.397	hartree
Kohn-Sham gap (spin up / spin down)	8.820 / 8.821	eV
spin multiplicity	1

---

Last place for stability: entry B

---

Entry A
A molecular structure, CH6N2O2, computed with wB97M-V/def2-TZVPD.

Atoms and positions in Å:
N1 1.21 1.42 0.31
H1 2.10 1.08 0.65
N2 -1.67 -0.90 0.24
H2 -2.04 -1.19 1.15
H3 -1.95 -1.62 -0.42
H4 0.76 -1.12 -0.76
O1 -0.25 -0.96 0.36
O2 1.15 -0.25 -1.26
H5 -0.49 0.93 -0.77
C1 0.48 0.56 -0.45
H6 0.70 2.03 0.93

Results
HOMO	-0.318	hartree
Kohn-Sham gap	9.642	eV
spin multiplicity	1

---

Entry B
A single CH6N2O2 molecule, computed with wB97M-V/def2-TZVPD.

Atoms and positions in Å:
N1 0.38 -0.13 0.55
H1 0.12 -1.60 1.87
H2 -0.97 -1.57 0.68
O1 0.06 1.84 -0.80
H3 0.73 1.86 -1.49
N2 -0.49 -0.98 1.35
C1 -0.33 0.50 -0.71
O2 0.22 -0.33 -1.60
H4 0.90 -0.62 -0.47
H5 0.79 0.57 1.16
H6 -1.42 0.47 -0.55

Results
HOMO	-0.352	hartree
Kohn-Sham gap	10.486	eV
spin multiplicity	1
structure (SMILES)	N[NH2+][C@H]([O-])O

---

Last place for stability: entry A